1.
{
  "formula": "C5H7N",
  "method": "wB97M-V/def2-TZVPD",
  "de_lowest_kcal_mol": 72.75,
  "total_charge": 0,
  "e_tot_ev": -6785.35801,
  "symbols": ["C", "C", "C", "C", "C", "H", "H", "H", "H", "H", "H", "H", "N"],
  "xyz": [[-1.12716, -0.17615, -0.81513], [-0.35704, 1.00108, 0.03306], [-0.26936, -0.97125, 0.31088], [1.23386, -0.63229, 0.00246], [1.14379, 0.67670, -0.20642], [-2.19718, -0.15005, -0.64295], [-0.85434, -0.42423, -1.82193], [-0.52587, 2.13587, 0.04490], [0.24707, 0.32606, 1.89092], [-0.49949, -1.91707, 0.75673], [1.93205, -1.44011, -0.24212], [1.87615, 1.34796, -0.53241], [-0.60249, 0.22348, 1.22201]],
  "lowdin_charge": [-0.011, -0.308, -0.233, -0.055, -0.072, 0.086, 0.082, 0.141, 0.130, 0.106, 0.098, 0.073, -0.037]
}

2.
{
  "formula": "C5H7N",
  "method": "wB97M-V/def2-TZVPD",
  "de_lowest_kcal_mol": 13.73,
  "smiles": "Cc1cc[nH]c1",
  "total_charge": 0,
  "e_tot_ev": -6787.91704,
  "symbols": ["C", "C", "C", "C", "N", "C", "H", "H", "H", "H", "H", "H", "H"],
  "xyz": [[-0.25176, -2.16276, -0.14643], [-0.04610, -0.68390, -0.09547], [-0.83656, 0.31302, -0.73296], [-0.38284, 1.55062, -0.35383], [0.69195, 1.34481, 0.49174], [0.80975, -0.00152, 0.71695], [0.12236, -2.59049, -1.07949], [0.23285, -2.67677, 0.67702], [-1.32046, -2.38402, -0.22120], [-1.79060, 0.25880, -1.23521], [-0.45879, 2.40751, -1.00623], [0.94052, 1.98101, 1.23276], [1.54177, -0.36683, 1.42365]],
  "lowdin_charge": [-0.061, -0.300, -0.071, -0.140, -0.004, -0.105, 0.072, 0.071, 0.076, 0.100, 0.104, 0.140, 0.118]
}

no.,E_LUMO (Ha),orbital gap (eV),HOMO level (eV)
1,0.0436,9.85,-8.658
2,0.0410,9.31,-8.193